23
Properties=species:S:1:pos:R:3:forces:R:3 method="wB97M-V/def2-TZVPD" orbital_gap_ha="0.3555 / 0.1421" total_charge=+1 relative_energy_kj_mol=220.0 homo_ev="-13.4 / -13.3" s_squared=0.75 largest_force_ev_per_a=4.09 multiplicity=2
O 0.3088 -10.0672 -18.7544 -0.3 -0.5 -0.2
H 0.6334 -10.1067 -17.8548 0.0 -0.1 0.3
H 0.8199 -9.3689 -19.1635 0.2 0.1 -0.1
O 1.8503 -7.9769 -19.5959 0.3 0.0 0.0
H 1.1483 -7.4617 -19.9932 -0.3 0.2 -0.2
H 2.5566 -7.3476 -19.4498 0.2 0.2 0.0
C 3.5891 -11.5349 -18.1696 0.0 -0.8 -1.7
C 3.6904 -10.5822 -16.9830 -0.1 -4.1 -0.2
C 2.7189 -11.0539 -15.8720 -0.7 1.2 0.1
O 1.3568 -10.9513 -16.3031 1.7 -0.2 0.7
C 0.4943 -11.6087 -15.3885 -1.7 -0.4 0.0
N 5.0830 -10.6578 -16.5150 -2.4 3.2 -0.7
H 4.3293 -11.4360 -18.9636 0.3 0.8 0.1
H 2.6570 -11.5969 -18.7312 -0.4 0.9 0.5
H 3.7333 -12.5868 -17.9230 0.1 0.1 1.0
H 3.4962 -9.5338 -17.2095 0.1 0.7 -0.2
H 2.8775 -10.3473 -15.0573 -0.1 -0.1 0.6
H 2.9527 -12.0694 -15.5523 0.1 -0.1 -0.1
H -0.5155 -11.5333 -15.7919 0.1 -0.1 -0.5
H 0.3386 -11.1782 -14.3993 0.9 0.5 0.1
H 0.7002 -12.6713 -15.2600 0.4 0.0 -0.2
H 5.2110 -10.0799 -15.6966 0.5 -0.6 1.3
H 5.6712 -10.2673 -17.2373 1.1 -1.0 -0.6

---

8
Properties=species:S:1:pos:R:3:forces:R:3 method="wB97M-V/def2-TZVPD" orbital_gap_ha=0.2653 relative_energy_kj_mol=143.0 homo_ev=-8.4 largest_force_ev_per_a=2.84
Si -1.7419 0.9816 -0.0405 1.1 -1.9 -0.6
Si 2.7059 -1.2607 -0.1671 -1.7 0.6 -2.2
Br -3.4550 -0.4402 -0.2354 -0.2 0.4 0.3
H -1.9530 2.3807 0.1785 -0.5 0.6 1.0
H -0.6993 0.1709 0.7717 -0.8 1.1 -0.3
H -1.3016 1.0450 -1.4228 0.4 -0.1 -0.4
H 3.9722 -1.9541 -0.3010 1.1 -0.5 0.8
H 2.4726 -0.9232 1.2165 0.6 -0.1 1.4

---

72
Properties=species:S:1:pos:R:3:forces:R:3 method="wB97M-V/def2-TZVPD" orbital_gap_ha="0.1836 / 0.1835" total_charge=+2 relative_energy_kj_mol=342.1 homo_ev="-12.4 / -12.4" largest_force_ev_per_a=2.00
Os -1.4428 0.1166 -1.1460 1.2 -1.0 -0.4
N 2.9721 5.5566 3.9920 0.0 -0.1 0.1
C 2.8666 4.2364 3.9986 0.0 0.1 0.0
C 1.5836 3.6267 4.1373 0.0 0.0 0.0
C 1.4488 2.2825 4.1059 0.2 0.0 -0.1
C 2.6359 1.4779 4.0035 0.3 1.0 -0.6
C 3.9256 2.0786 3.8296 0.0 0.0 0.5
C 4.0352 3.4254 3.8525 0.0 0.0 0.0
S 2.4834 -0.1298 3.8853 -1.0 -1.1 1.4
O 1.1455 -0.5848 3.7388 0.1 0.1 0.0
O 3.5408 -0.9866 4.2683 0.5 0.2 -0.6
N 0.8096 0.0266 0.8476 0.1 0.0 0.1
C 1.4169 0.6707 -0.2213 -0.1 -0.2 -0.3
N 0.8668 0.3617 -1.4098 0.1 0.8 0.4
C 1.4844 0.8271 -2.4986 0.0 0.0 0.0
C 2.5886 1.6500 -2.4034 0.0 -0.1 0.0
C 2.9837 2.0113 -1.1235 0.0 0.0 0.0
N 2.4190 1.5121 -0.0239 0.0 -0.1 0.0
H 2.1659 6.1460 4.1184 -0.1 0.0 0.0
H 3.8672 6.0120 3.9258 0.1 0.0 0.0
H 0.7117 4.2537 4.2662 0.0 0.0 0.0
H 0.4725 1.8247 4.1840 0.0 0.0 -0.1
H 4.8021 1.4518 3.7321 0.0 0.0 0.0
H 5.0018 3.9028 3.7693 0.0 0.0 -0.1
H 1.0608 0.5430 -3.4553 0.0 0.0 0.0
H 3.1000 2.0154 -3.2805 0.0 0.0 0.0
H 3.7932 2.7155 -0.9719 0.0 0.0 0.0
O -1.1010 1.9301 2.4652 0.1 -0.2 0.2
C -1.5113 1.0910 1.6815 0.1 0.6 -0.7
O -1.6720 1.3560 0.4107 -0.1 0.0 0.7
C -1.9045 -0.2846 2.2287 -0.2 -0.2 0.1
P -1.7199 -1.9115 1.3862 0.4 0.6 -0.1
C 0.0849 -2.2537 1.3697 0.1 -0.1 0.0
C 1.1206 -1.3660 1.0574 -0.4 0.1 -0.2
C 2.4381 -1.7869 1.0090 0.1 -0.1 0.0
C 2.7555 -3.1124 1.2911 0.0 0.0 0.0
C 1.7564 -3.9943 1.6607 0.0 0.0 0.0
C 0.4367 -3.5615 1.7017 0.0 0.0 0.0
C -2.1506 -1.6821 -0.3676 -0.3 0.2 -1.5
C -3.2779 -0.8642 -0.7209 -0.6 1.1 0.2
C -4.2196 -1.3003 -1.7702 0.0 -0.2 0.2
C -4.1351 -2.4807 -2.3825 0.0 0.1 0.0
C -2.9970 -3.4337 -2.1962 0.0 0.1 0.0
C -1.8458 -2.8731 -1.2828 -0.2 -0.2 0.2
H -2.9513 -0.2065 2.5395 0.0 0.0 -0.1
H -1.3440 -0.4227 3.1550 -0.1 0.0 0.1
H 0.8517 0.5775 1.6956 0.0 0.0 0.0
H 3.2235 -1.0815 0.7574 0.0 0.0 0.0
H 3.7842 -3.4424 1.2376 0.0 0.0 0.0
H 1.9978 -5.0155 1.9207 0.0 0.0 0.0
H -0.3429 -4.2541 1.9956 0.0 0.0 0.0
H -3.7301 -0.2311 0.0397 -0.2 -0.3 0.2
H -5.0672 -0.6539 -1.9647 0.0 0.0 0.0
H -4.9118 -2.7834 -3.0742 0.0 0.0 0.0
H -3.3575 -4.4332 -1.9590 0.0 0.0 0.0
H -1.3321 -3.6650 -0.7383 -0.1 -0.1 0.0
N -2.6036 2.6489 -4.4423 0.0 0.0 0.0
C -2.2298 2.6521 -3.1626 -0.1 0.1 0.3
N -1.8913 1.4190 -2.8234 -0.7 -1.0 0.2
C -2.1011 0.7007 -3.9779 0.1 -0.2 -0.3
N -2.5351 1.4196 -4.9796 0.1 0.0 0.1
C -1.8249 -0.7281 -3.9380 -0.1 -0.1 0.1
C -2.2915 -1.7027 -4.9573 -0.1 0.1 0.1
N -2.4484 -2.9258 -4.6790 0.2 0.0 0.0
C -1.9714 -3.3998 -3.3915 -0.2 -0.1 -0.1
C -1.0750 -2.4935 -2.5513 0.1 -0.1 0.0
N -1.3635 -1.0895 -2.7982 0.6 0.2 0.1
H -2.9237 3.4251 -5.0026 0.0 0.0 0.0
H -2.2065 3.5257 -2.5330 -0.1 0.0 0.0
H -2.6399 -1.3116 -5.9079 0.0 0.0 0.0
H -1.5163 -4.3744 -3.5560 0.0 0.0 0.1
H 0.0052 -2.6501 -2.5671 0.0 0.1 0.0

---

10
Properties=species:S:1:pos:R:3:forces:R:3 method="wB97M-V/def2-TZVPD" orbital_gap_ha=0.2923 relative_energy_kj_mol=315.2 homo_ev=-8.7 largest_force_ev_per_a=3.72
N 0.7749 0.3876 1.6001 -0.2 -0.2 0.4
N -0.8153 -1.0228 -0.1504 -1.7 -0.9 -0.2
N -0.0550 1.4273 -0.7089 1.4 -0.3 3.4
F -0.0201 2.5609 -1.4830 -0.1 0.6 -1.0
P 0.9818 1.7175 0.8944 -1.2 -0.1 -3.0
P -0.4065 -0.7849 1.5205 -0.4 -0.5 0.1
P -0.3733 -0.0693 -1.5151 2.4 -1.4 0.0
H -1.7086 -1.6277 -0.2481 2.0 1.8 0.1
H 0.4702 -1.8540 1.7648 0.2 -0.3 -0.1
H 1.1520 -0.7345 -1.6744 -2.3 1.3 0.4

---

33
Properties=species:S:1:pos:R:3:forces:R:3 method="wB97M-V/def2-TZVPD" orbital_gap_ha=0.2111 homo_ev=-7.0 largest_force_ev_per_a=2.51
C 1.0744 -3.1456 0.4640 -0.2 -0.6 -0.1
C 0.1723 -3.0782 -0.7632 -0.2 0.3 0.3
C 0.1824 -1.7595 -1.5738 0.3 -0.2 -0.1
C 1.2592 -0.7174 -1.2280 -0.6 0.0 0.3
Ga 0.8894 0.5247 0.3391 0.9 0.3 -0.6
S 1.8469 -0.0831 2.3527 -0.1 0.1 0.3
C 1.6010 2.3921 -0.1331 0.2 -0.2 0.8
N 2.3208 3.0020 1.0168 -0.3 0.1 -0.3
C -1.1227 0.7527 0.6629 0.3 -0.1 -0.2
Br -1.2666 2.0978 2.1689 2.1 1.0 -0.8
C -1.8996 1.3364 -0.4951 -0.4 0.3 0.5
C -3.4230 1.3089 -0.2570 0.4 0.3 -0.1
H 1.1513 -4.1877 0.7757 0.0 -0.1 0.1
H 0.6463 -2.6108 1.3036 0.2 0.3 0.1
H 2.0835 -2.7996 0.2738 0.1 0.2 0.0
H -0.8458 -3.2388 -0.4088 -0.2 -0.2 0.0
H 0.3842 -3.9246 -1.4096 0.2 -0.1 -0.2
H 0.2875 -2.0285 -2.6253 -0.1 -0.1 -0.2
H -0.8043 -1.3043 -1.4948 -0.2 0.1 0.0
H 2.2348 -1.1892 -1.1487 0.2 -0.1 0.1
H 1.3334 -0.0524 -2.0883 0.1 0.2 -0.1
H 2.7346 -0.9913 1.9315 -0.1 -0.1 -0.2
H 0.7884 3.0783 -0.3719 -0.2 0.0 -0.2
H 2.2480 2.3050 -1.0103 0.0 0.0 -0.3
H 3.0647 2.3906 1.3293 0.0 0.1 0.1
H 2.7151 3.8940 0.7383 0.2 -0.1 0.1
H -1.6217 -0.1383 1.0423 -0.1 -0.2 0.2
H -1.5793 2.3692 -0.5826 0.1 0.1 -0.4
H -1.6283 0.8260 -1.4146 0.1 -0.2 -0.1
H -3.5772 0.8365 0.7064 -0.4 -0.3 -0.1
H -3.8349 2.3106 -0.1911 -0.2 0.1 -0.1
H -3.9576 0.7547 -1.0175 -0.2 -0.1 -0.1
K -3.4569 1.0696 3.1083 -2.0 -1.1 1.1

---

77
Properties=species:S:1:pos:R:3:forces:R:3 method="wB97M-V/def2-TZVPD" orbital_gap_ha="0.2022 / 0.2428" total_charge=-1 relative_energy_kj_mol=26.1 homo_ev="-3.0 / -4.2" s_squared=2.01 largest_force_ev_per_a=4.19 multiplicity=3
C -1.6390 -1.9793 -3.6435 -0.2 0.4 -0.5
C -1.1574 -2.9072 -2.5821 0.4 -0.9 0.5
H -1.3857 -2.3333 -4.6515 -0.1 0.2 0.2
H -1.2604 -0.9505 -3.5232 0.0 -0.4 0.1
H -2.7381 -1.9138 -3.5814 0.2 0.0 0.0
C -0.7415 -4.1629 -2.7941 -0.4 0.4 -0.1
C -0.5704 -4.8139 -4.1262 0.0 -0.4 -0.3
H -0.5542 -4.8279 -1.9484 0.2 0.3 0.0
H -0.7582 -4.1487 -4.9804 0.1 -0.2 0.3
H -1.2449 -5.6821 -4.2004 0.2 0.1 -0.2
H 0.4571 -5.2015 -4.2093 -0.2 0.0 -0.1
Pd 0.1282 0.2370 -0.0944 -0.3 -0.8 -0.9
Cl -2.1211 0.1944 0.6085 -1.5 0.3 0.7
Cl -0.0743 1.3997 -2.1012 -0.3 1.0 -0.9
H 0.6400 4.7144 3.1925 0.1 0.0 0.1
H -1.6037 5.5206 1.9388 0.1 -0.1 -0.1
C 0.9813 4.3667 2.2140 -0.3 0.2 -0.1
C -1.1137 5.1109 1.0482 0.1 -0.5 -0.1
N -0.1769 4.0415 1.3960 -0.1 1.4 0.3
H 1.6079 3.4799 2.3140 -0.1 0.2 0.0
C -0.2999 2.8273 0.8964 1.6 -2.2 -0.1
O 0.5894 1.9490 1.0852 -1.5 2.5 0.5
H -1.8680 4.6737 0.3821 0.1 0.3 0.2
H -1.1956 2.5749 0.3192 0.0 0.3 0.0
H 1.5389 5.1759 1.7367 0.1 0.0 0.0
H -0.6070 5.9362 0.5271 0.0 -0.3 0.1
H 1.5848 -1.5130 -3.3449 0.1 0.2 0.3
H 2.2656 -3.5220 -1.7127 0.2 0.3 -0.1
C 2.4337 -0.9291 -2.9612 0.2 -0.1 0.0
C 3.1778 -2.9002 -1.6652 -0.2 0.1 0.2
N 2.8630 -1.4778 -1.6751 0.0 -0.4 0.0
H 2.1362 0.1186 -2.8522 0.0 -0.3 0.1
C 2.6152 -0.8504 -0.5282 -0.7 2.1 -0.4
O 2.2404 0.3577 -0.4659 2.1 -2.0 -0.2
H 3.7101 -3.1292 -0.7313 -0.1 -0.1 -0.3
H 2.7158 -1.4408 0.3954 0.2 0.0 -0.3
H 3.2759 -1.0299 -3.6565 -0.1 0.1 0.0
H 3.8206 -3.1266 -2.5258 -0.1 0.0 0.3
O 0.0553 -1.4606 -1.2764 0.8 -0.8 -0.3
C -1.0396 -2.2728 -1.2096 -0.1 0.4 0.9
C 0.1816 -3.6506 0.6074 -0.1 -0.4 -0.1
C -0.9978 -3.2627 -0.0203 -0.6 0.1 -0.6
H 1.0838 -3.0633 0.4136 -0.3 -0.5 -0.1
C 0.1764 -4.7678 1.4559 -0.1 0.5 -0.2
H -1.9164 -1.6380 -1.0250 -0.4 -0.3 -0.1
C -2.2154 -3.8175 0.3933 0.2 -0.3 0.1
H 1.1311 -5.1381 1.8294 -0.3 0.0 0.1
C -1.0324 -5.3803 1.7917 -0.1 0.0 0.1
C -2.2450 -4.8718 1.3102 0.2 0.3 -0.2
H -3.1325 -3.3996 -0.0359 0.3 -0.3 0.2
H -1.0411 -6.2419 2.4525 0.0 0.1 0.0
H -3.2012 -5.2847 1.6482 0.4 0.1 -0.2
Si -0.3186 4.0023 -4.6572 -0.2 -0.2 -0.4
Cl -0.4629 2.0166 -5.2871 -0.1 0.4 -0.4
C 1.5069 4.3538 -4.5000 0.2 0.1 0.2
C -1.4492 4.2036 -3.1931 -0.1 0.2 0.3
C -0.9286 5.1788 -6.0179 0.0 -0.1 0.1
H 2.0546 3.5433 -4.0169 -0.1 0.0 0.0
H 1.6817 5.2645 -3.9190 0.0 0.0 0.0
H 1.9365 4.5103 -5.4982 -0.1 -0.1 0.1
H -0.2502 5.1763 -6.8834 -0.2 0.0 0.2
H -0.9507 6.1992 -5.6000 0.0 -0.2 -0.1
H -1.9421 4.9260 -6.3574 0.2 0.1 0.1
H -1.2618 3.4667 -2.4063 0.1 0.0 -0.3
H -2.4969 4.0947 -3.5036 0.2 0.0 -0.1
H -1.3441 5.1993 -2.7503 0.0 0.1 -0.1
C 1.0255 -0.7359 4.8602 0.0 -0.1 -0.4
N 0.1786 -0.0143 3.8942 -0.1 0.5 1.8
C -1.0688 0.6223 4.3148 -0.2 -0.1 -0.3
C 0.3653 -0.3300 2.6589 1.1 -2.5 -3.2
N 0.6584 -0.8621 1.6454 -0.3 0.8 3.1
H 0.6182 -0.5048 5.8476 0.4 -0.2 0.0
H 2.0723 -0.3936 4.7626 -0.5 -0.1 0.2
H 1.0098 -1.8310 4.6720 -0.1 0.6 0.2
H -1.0986 1.6497 3.9321 0.0 -0.1 0.3
H -1.9397 0.0913 3.8953 0.3 0.1 0.2
H -1.0711 0.5893 5.4097 -0.2 0.2 -0.3